Density functional theory data (ωB97M-V/def2-TZVPD) for a structure of composition C2H3FI2 in a non-equilibrium geometry.

Each line ends with the Mulliken charge.
CARTESIAN COORDINATES (ANGSTROEM)
C1 1.28116 0.19145 0.22177  -0.839
H1 1.37908 -0.43852 1.00752  0.345
I1 -1.92877 1.43296 0.54794  0.068
H2 1.90205 0.16791 -0.59352  0.298
F1 -0.94862 -0.14734 -1.69626  -0.175
H3 1.13411 1.14893 0.59547  0.332
C2 -0.99230 -0.28730 -0.36199  -0.198
I2 -1.82672 -2.06810 0.27907  0.169

Output
Energy above the lowest of the compared OMol25 structures with the same formula, charge and spin   285.4 kJ/mol
Largest force on an atom   4.29 eV Å⁻¹
Molecular weight   299.85 g mol⁻¹
Frontier orbital gap (alpha / beta)   8.0 / 8.0 eV
E_HOMO (alpha / beta)   -8.8 / -8.8 eV
E   -773.1194 Ha


Density functional theory data (ωB97M-V/def2-TZVPD) for the molecule C2H3FIN3 in a non-equilibrium geometry.

Each line ends with the Mulliken charge.
CARTESIAN COORDINATES (ANGSTROEM)
N1 1.01591 -0.66039 -0.33280  0.178
C1 -1.50053 0.19520 -0.17970  -0.344
C2 1.27306 0.48267 0.26939  -0.098
I1 -3.25461 1.01035 0.46954  0.124
N2 -0.09902 -1.44280 -0.38755  -0.484
H1 1.75824 -1.08063 -0.87030  0.213
H2 2.34611 0.70098 0.47818  0.245
N3 -1.24043 -1.04750 0.01970  -0.110
F1 0.44066 0.90630 1.14977  -0.178
H3 -0.73940 0.93583 -0.61623  0.454

Output
⟨S²⟩   2.02
Spin multiplicity   3
Energy above the lowest of the compared OMol25 structures with the same formula, charge and spin   0.0 kJ/mol
Largest force on an atom   4.91 eV Å⁻¹
Molecular weight   214.97 g mol⁻¹
Frontier orbital gap (alpha / beta)   6.9 / 8.3 eV
E_HOMO (alpha / beta)   -6.3 / -9.5 eV
E   -639.6132 Ha


Density functional theory data (ωB97M-V/def2-TZVPD) for the ion C2H3FN with charge +1 in a non-equilibrium geometry.

Each line ends with the Mulliken charge.
CARTESIAN COORDINATES (ANGSTROEM)
H1 0.00415 -0.85815 0.51824  0.369
C1 -2.77162 0.02549 -0.15196  0.218
H2 0.30627 0.75008 0.45422  0.391
N1 -0.18939 -0.05148 0.01731  -0.264
C2 -1.59497 0.07354 0.06161  0.034
F1 -4.03875 0.00999 0.04385  -0.153
H3 0.11676 -0.33906 -0.95858  0.405

Output
Energy above the lowest of the compared OMol25 structures with the same formula, charge and spin   136.3 kJ/mol
Largest force on an atom   3.02 eV Å⁻¹
Molecular weight   60.05 g mol⁻¹
Charge   +1
Frontier orbital gap   11.6 eV
E_HOMO   -16.4 eV
E   -232.2194 Ha


Density functional theory data (ωB97M-V/def2-TZVPD) for the molecule C2H3FN2O in a non-equilibrium geometry.

Each line ends with the Mulliken charge.
CARTESIAN COORDINATES (ANGSTROEM)
C1 -0.52603 0.81660 -0.49266  1.001
H1 1.74096 -0.61650 1.01500  0.272
C2 0.85034 -0.74405 0.62105  -0.654
H2 0.16738 -1.15801 1.33699  0.322
O1 0.57227 0.62490 0.19437  -0.343
N1 -1.67575 1.46346 -0.11986  -0.266
H3 0.85149 -1.52244 -0.24193  0.289
N2 -1.80057 0.21647 -0.29339  -0.271
F1 -0.18009 0.91956 -2.01957  -0.350

Output
Energy above the lowest of the compared OMol25 structures with the same formula, charge and spin   233.9 kJ/mol
Largest force on an atom   5.22 eV Å⁻¹
Molecular weight   90.06 g mol⁻¹
Frontier orbital gap   10.6 eV
E_HOMO   -11.0 eV
E   -362.5021 Ha